(1)
The following is a DFT calculation (ωB97M-V/def2-TZVPD) of 7 unconnected molecules or ions with the total composition C45H44F6N2 at a distorted geometry.

Each line ends with the Löwdin charge.
Element x y z (Å)
N 2.59 0.51 1.07  0.2284
C 1.92 1.28 0.61  -0.1225
C 1.03 2.42 0.26  -0.2747
F 1.85 3.40 -0.27  0.0108
C 0.07 1.96 -0.88  -0.2115
C -0.24 3.18 -1.69  -0.1951
N -0.75 4.08 -2.11  0.1968
C -1.20 1.22 -0.34  -0.1329
C -2.53 1.96 -0.63  -0.1658
C -3.76 1.16 -0.13  -0.0610
C -4.81 1.99 0.62  -0.4499
F -5.29 1.22 1.63  0.1152
F -4.34 3.10 1.19  0.1331
C -5.98 2.44 -0.30  -0.6192
F -5.46 3.18 -1.25  0.2017
F -6.80 3.18 0.42  0.1941
F -6.64 1.43 -0.81  0.1826
H 0.50 2.85 1.12  0.1581
H 0.64 1.27 -1.52  0.1475
H -1.25 0.22 -0.79  0.1251
H -1.06 1.08 0.74  0.1248
H -2.60 2.03 -1.73  0.1194
H -2.44 2.97 -0.23  0.1158
H -3.49 0.28 0.48  0.1314
H -4.26 0.75 -1.02  0.1058
C 5.35 0.28 -2.86  -0.0925
C 6.03 -0.80 -3.38  -0.0948
C 6.09 -2.00 -2.68  -0.1004
C 5.46 -2.11 -1.45  -0.1224
C 4.78 -1.02 -0.92  -0.0945
C 4.72 0.18 -1.62  -0.0941
H 5.30 1.21 -3.41  0.1006
H 6.53 -0.72 -4.35  0.1003
H 6.62 -2.85 -3.09  0.1037
H 5.50 -3.04 -0.90  0.0966
H 4.29 -1.10 0.05  0.0699
H 4.19 1.03 -1.21  0.0815
C -11.58 1.38 -3.01  -0.0971
C -10.84 2.04 -2.04  -0.0911
C -9.58 1.59 -1.70  -0.0890
C -9.04 0.48 -2.33  -0.0943
C -9.78 -0.19 -3.30  -0.0917
C -11.05 0.26 -3.64  -0.0975
H -12.57 1.74 -3.28  0.1000
H -11.26 2.91 -1.54  0.1013
H -9.00 2.11 -0.94  0.0853
H -8.06 0.12 -2.07  0.0716
H -9.37 -1.07 -3.79  0.1001
H -11.63 -0.26 -4.40  0.0999
C 2.51 3.34 4.19  -0.0905
C 2.28 4.14 3.07  -0.1052
C 1.71 5.40 3.22  -0.0906
C 1.37 5.86 4.49  -0.0942
C 1.60 5.06 5.60  -0.0946
C 2.17 3.80 5.45  -0.0942
H 2.96 2.37 4.07  0.1008
H 2.54 3.78 2.09  0.0791
H 1.53 6.02 2.35  0.1036
H 0.93 6.84 4.61  0.1012
H 1.33 5.42 6.59  0.1010
H 2.35 3.18 6.32  0.1011
C -3.96 -2.91 -4.38  -0.0927
C -3.36 -3.52 -3.28  -0.0937
C -3.67 -3.09 -2.00  -0.0932
C -4.57 -2.05 -1.82  -0.1043
C -5.16 -1.43 -2.91  -0.0974
C -4.85 -1.87 -4.20  -0.0898
H -3.72 -3.25 -5.38  0.1018
H -2.66 -4.33 -3.43  0.1019
H -3.21 -3.57 -1.14  0.1018
H -4.81 -1.71 -0.81  0.0965
H -5.85 -0.62 -2.77  0.0842
H -5.31 -1.39 -5.05  0.1030
C 2.20 -2.81 1.95  -0.0990
C 2.89 -3.89 1.42  -0.0938
C 2.94 -5.09 2.12  -0.0966
C 2.31 -5.20 3.36  -0.0991
C 1.63 -4.11 3.89  -0.0989
C 1.57 -2.92 3.19  -0.0951
H 2.15 -1.88 1.40  0.0555
H 3.38 -3.80 0.46  0.0881
H 3.48 -5.93 1.71  0.0997
H 2.36 -6.13 3.90  0.0995
H 1.15 -4.20 4.85  0.0994
H 1.04 -2.07 3.60  0.0986
C 10.76 -1.73 1.11  -0.0998
C 10.51 -2.31 2.34  -0.1011
C 9.25 -2.82 2.63  -0.0989
C 8.24 -2.74 1.68  -0.0911
C 8.49 -2.15 0.45  -0.0855
C 9.75 -1.64 0.16  -0.0914
H 11.74 -1.34 0.88  0.0986
H 11.30 -2.37 3.08  0.0985
H 9.05 -3.28 3.59  0.0990
H 7.25 -3.14 1.90  0.0986
H 7.70 -2.08 -0.29  0.0695
H 9.94 -1.18 -0.80  0.1004

Calculated values
Spin multiplicity: 1
Gap between HOMO and LUMO (eV): 9.5
HOMO level (Eh): -0.3391



(2)
The following is a DFT calculation (ωB97M-V/def2-TZVPD) of a molecular structure, C18H17BClHfN10O8 at a distorted geometry.

Each line ends with the Löwdin charge.
Element x y z (Å)
Hf 0.02 -0.29 -0.15  1.7478
N -1.13 -2.68 -0.86  0.0195
N -1.16 -2.43 -2.25  -0.0057
C -0.13 -1.65 -2.75  -0.6823
O -0.13 -1.30 -3.90  0.0766
O 0.72 -1.28 -1.79  -0.1893
H -0.57 -3.50 -0.68  0.1139
H -2.07 -2.85 -0.55  0.1088
H -1.53 -3.12 -2.87  0.1514
O 4.85 2.36 -2.55  0.1550
C 5.18 1.18 -2.04  -0.4819
O 6.24 0.66 -2.21  0.1344
C 4.16 0.49 -1.18  -0.0201
C 4.46 -0.66 -0.49  0.0516
N 3.38 -1.02 0.20  0.0724
N 2.37 -0.17 0.02  -0.0119
C 2.85 0.76 -0.82  -0.1296
C 1.89 1.81 -1.25  -0.5072
O 2.23 2.80 -1.84  0.1329
O 0.66 1.53 -0.89  -0.1920
H 3.94 2.62 -2.29  0.0733
H 5.39 -1.22 -0.46  0.1579
H 3.25 -1.78 0.84  0.1671
Cl -3.81 1.53 4.00  0.7264
C -2.46 2.02 3.05  -0.6387
C -1.97 3.32 3.11  -0.0496
C -0.88 3.65 2.33  -0.0148
C -0.32 2.69 1.51  -0.0916
N -0.80 1.44 1.45  -0.0358
C -1.85 1.11 2.22  -0.1746
H -2.44 4.05 3.76  0.1255
H -0.47 4.64 2.34  0.1235
H 0.52 2.92 0.87  0.1128
H -2.21 0.09 2.18  0.1013
O -0.85 -2.10 2.59  0.0985
B 0.12 -1.46 1.81  -0.5747
O 1.35 -1.47 2.50  0.0679
C 1.11 -2.10 3.71  -0.2099
C 1.99 -2.34 4.74  0.0136
C 1.46 -3.00 5.85  -0.0684
C 0.13 -3.39 5.90  -0.0687
C -0.75 -3.13 4.85  0.0159
C -0.21 -2.47 3.76  -0.2086
H 3.02 -2.03 4.69  0.1245
H 2.11 -3.22 6.69  0.1101
H -0.25 -3.90 6.79  0.1103
H -1.79 -3.42 4.88  0.1263
N -1.92 1.05 -3.93  0.2038
N -2.40 0.82 -2.66  -0.2020
N -3.61 1.12 -2.26  0.1755
C -3.57 0.76 -0.97  -0.1239
N -2.39 0.25 -0.65  -0.0094
N -1.66 0.33 -1.74  -0.0362
H -2.70 1.17 -4.56  0.1211
H -1.24 0.34 -4.18  0.0774
H -4.41 0.86 -0.29  0.1298

Calculated values
Spin multiplicity: 1
Charge: +1
Energy relative to the best compared isomer or geometry (same formula, charge and spin) (kcal/mol): 16.2
Gap between HOMO and LUMO (eV): 8.1
HOMO level (Eh): -0.4224



(3)
The following is a DFT calculation (ωB97M-V/def2-TZVPD) of a single C3H3NO3 molecule.

Each line ends with the Löwdin charge.
Element x y z (Å)
N -0.32 -1.29 -1.65  0.2144
C 0.03 -0.47 -0.76  -0.4259
O -0.77 0.61 -0.38  0.0328
C -1.08 0.71 0.94  -0.3200
O -0.85 -0.13 1.76  0.0998
C 1.42 -0.64 -0.21  0.0090
O 1.77 0.44 0.44  0.0450
H -1.26 -1.09 -1.98  0.0825
H -1.59 1.67 1.12  0.1507
H 2.66 0.19 0.72  0.1117

Calculated values
Spin multiplicity: 1
Energy relative to the best compared isomer or geometry (same formula, charge and spin) (kcal/mol): 87.9
Gap between HOMO and LUMO (eV): 8.8
HOMO level (Eh): -0.3429